Entry 1:
Molecular formula: C15H20BaN2O2
Method: DFT, ωB97M-V with the def2-TZVPD basis set

Summary:
E_tot: -868.99579 Ha
2S+1: 1
E_HOMO: -6.0 eV
Energy relative to the best compared isomer or geometry (same formula, charge and spin): 0.0 kcal per mole
Strongest force on any atom: 2.43 eV/A

CARTESIAN COORDINATES (ANGSTROEM)
C  3.272576  2.670888  1.209128
C  2.149519  3.617637  1.570674
H  3.599959  1.848524  1.857075
H  3.935686  3.528309  1.321673
H  3.328017  2.287662  0.138200
H  1.054219  3.406205  1.707955
H  2.542173  4.133868  2.469579
H  2.277437  4.221661  0.630251
C  1.159776  -2.365097  -1.369845
C  1.193564  -3.581762  -2.073074
C  -0.013469  -4.109368  -2.507984
C  -1.209664  -3.418766  -2.292094
H  2.042081  -1.951931  -0.901486
H  2.166765  -4.143832  -2.152589
H  -0.042455  -5.089925  -3.030468
H  -2.206204  -3.868329  -2.383746
N  0.057129  -1.596225  -1.327093
C  -1.115484  -2.110195  -1.855005
C  -2.279018  -1.215915  -1.697504
N  -1.989282  -0.070118  -0.968273
C  -3.028150  0.734082  -0.673768
C  -4.587545  -0.612169  -1.887954
C  -4.312960  0.561633  -1.202440
H  -2.780047  1.572426  -0.007711
H  -5.085951  1.327411  -0.986211
C  -3.596094  -1.588462  -2.019190
H  -3.772096  -2.607074  -2.341637
H  -5.577687  -0.815997  -2.263906
Ba  0.314217  0.355191  0.568403
C  0.967213  2.101587  -1.730591
H  0.171556  2.821847  -1.905663
H  0.831582  1.218155  -2.379270
H  1.945433  2.549879  -1.864286
C  1.631826  0.523186  4.500069
C  0.717552  -0.637359  4.236156
O  0.409518  -1.466305  5.085219
O  0.272368  -0.679314  2.976046
H  1.968742  0.582569  5.533125
H  1.101666  1.437289  4.202973
H  2.485531  0.428133  3.815262

Forces on atoms 1 to 2 (eV/Å):
C 0.9 -0.8 -0.9
C -1.0 0.7 -0.7


Entry 2:
Molecular formula: C18H56AsF6N4O9
Method: DFT, ωB97M-V with the def2-TZVPD basis set

Summary:
Total charge: -1
E_tot: -4450.71075 Ha
2S+1: 1
E_HOMO: -6.8 eV
Strongest force on any atom: 1.82 eV/A

CARTESIAN COORDINATES (ANGSTROEM)
As  -0.302448  0.545085  -0.074097
F  0.038930  1.101599  1.556027
F  -0.578723  2.283263  -0.370295
F  -0.547841  0.196354  -1.781314
F  -0.027837  -1.156285  0.284992
F  -1.974795  0.273578  0.278523
F  1.396841  0.724668  -0.422556
C  2.069934  -0.038482  -5.687066
C  2.883918  -1.004873  -4.852871
C  2.205856  -1.377065  -3.542970
O  2.932168  -2.342245  -2.828153
C  2.342783  -2.609111  -1.578648
N  3.121286  -2.219004  -5.638657
H  2.605494  0.426693  -6.513638
H  1.761567  0.854242  -5.122649
H  1.089452  -0.447142  -5.939642
H  3.813100  -0.508096  -4.542957
H  1.136950  -1.609893  -3.651870
H  2.182834  -0.461693  -2.930025
H  1.289332  -2.867794  -1.714414
H  2.364391  -1.778800  -0.862917
H  2.911256  -3.415995  -1.117950
H  3.664555  -2.083013  -6.488596
H  3.811236  -2.756481  -5.108325
C  4.376010  -4.377059  2.850197
C  4.060672  -3.677840  1.530236
C  4.358421  -2.184799  1.561380
O  3.682501  -1.515117  2.605263
C  2.276057  -1.367880  2.497623
N  5.001191  -4.236243  0.538136
H  3.794193  -3.926386  3.660331
H  5.439853  -4.366512  3.085203
H  4.071017  -5.422396  2.966075
H  3.019356  -3.866829  1.252626
H  4.223329  -1.660966  0.606896
H  5.429601  -2.042817  1.725655
H  1.841009  -1.499348  3.487528
H  1.783240  -2.055474  1.806154
H  2.092484  -0.358205  2.120914
H  4.882801  -3.802430  -0.375307
H  4.791077  -5.212662  0.353508
C  -2.144425  1.613444  5.060514
C  -2.810127  1.129271  3.770474
C  -2.858051  2.204309  2.691396
O  -3.502083  3.396442  3.109958
C  -3.108030  4.568475  2.437049
N  -2.186589  -0.133641  3.289435
H  -1.970085  0.741707  5.691688
H  -2.782052  2.345394  5.556521
H  -1.195464  2.132925  4.906530
H  -3.853370  0.893802  4.002855
H  -3.421056  1.827102  1.823668
H  -1.905417  2.501941  2.237453
H  -3.569572  5.411729  2.953703
H  -3.514964  4.599975  1.421847
H  -2.025113  4.702400  2.460899
H  -1.201910  0.110812  3.207837
H  -2.537409  -0.174732  2.335595
C  -4.497786  0.537181  -3.008920
C  -5.529963  -0.136224  -2.121364
C  -5.091601  -0.075925  -0.651428
O  -6.000850  -0.911007  0.041461
C  -5.723825  -1.030504  1.421044
N  -6.836069  0.533315  -2.257390
H  -4.763012  0.403583  -4.059994
H  -3.490000  0.171842  -2.812422
H  -4.530683  1.611906  -2.823906
H  -5.702113  -1.192020  -2.355798
H  -5.044430  0.942722  -0.254251
H  -4.091515  -0.519011  -0.594031
H  -5.666602  -0.080097  1.953054
H  -4.781545  -1.589326  1.517283
H  -6.444249  -1.731740  1.842788
H  -7.394354  0.215719  -1.471819
H  -7.295508  0.278259  -3.120819
C  2.999434  2.912489  0.786379
C  4.143925  2.144320  1.413117
O  4.068195  2.195990  2.824504
O  3.106060  4.332300  0.854383
H  2.061023  2.614002  1.247309
H  2.984704  2.629584  -0.269390
H  5.066806  2.496777  0.932002
H  4.024882  1.086664  1.145125
H  4.758855  1.651524  3.210696
H  3.869194  4.640196  0.359723
O  0.094188  4.815235  0.318881
H  -0.206909  3.956852  -0.043876
H  1.048513  4.719531  0.443006
O  -1.288366  -3.290208  -0.833156
H  -0.833740  -2.511823  -0.455888
H  -1.296718  -3.131521  -1.782136
O  -0.836628  2.145274  -4.072543
H  -0.860809  1.412340  -4.695039
H  -0.745848  1.723928  -3.206335

Forces on atoms 1 to 2 (eV/Å):
As 0.6 1.3 0.1
F -0.1 -1.0 -0.2


Entry 3:
Molecular formula: C31H56BBrClFIrN6O3S2Si
Method: DFT, ωB97M-V with the def2-TZVPD basis set

Summary:
E_tot: -6118.25608 Ha
<S²>: 8.7716
2S+1: 6
E_HOMO (alpha / beta): -7.5 / -7.9 eV
Energy relative to the best compared isomer or geometry (same formula, charge and spin): 19.3 kcal per mole
Strongest force on any atom: 1.92 eV/A

CARTESIAN COORDINATES (ANGSTROEM)
Ir  -1.595637  0.712685  2.474706
C  -2.324053  0.880114  -2.192286
N  -3.198418  1.702273  -1.374480
C  -4.512524  1.925582  -1.602276
C  -4.958967  2.697057  -0.594177
N  -3.939001  2.969559  0.239963
B  -4.163114  3.977646  1.414156
N  -2.737588  4.505968  1.968381
C  -2.104175  5.610289  1.478063
C  -0.957467  5.777055  2.165133
N  -0.863450  4.737958  3.068539
C  0.305670  4.491461  3.923929
C  -1.973809  3.969989  2.912963
S  -2.173677  2.508440  3.877761
C  -2.837745  2.303895  -0.181816
S  -1.269112  2.197213  0.520166
H  -2.488953  -0.173889  -2.031789
H  -1.274799  1.179146  -2.038063
H  -2.545471  1.034583  -3.266212
H  -4.986313  1.553527  -2.499115
H  -5.923585  3.107733  -0.360979
H  -4.612619  4.937891  0.846621
H  -4.822578  3.495392  2.269693
H  -2.550256  6.211894  0.719048
H  -0.208061  6.561667  2.106254
H  0.984484  5.320140  3.821506
H  0.751446  3.566679  3.657608
H  -0.043092  4.439720  4.923179
Cl  0.771026  0.865271  2.331038
C  2.021562  0.628527  -4.892422
C  2.722876  1.453642  -3.777777
C  3.914955  2.213292  -4.426988
C  1.724901  2.490528  -3.302781
Si  3.222422  0.269071  -2.369799
Br  1.211653  -0.226078  -1.275098
C  3.775480  -1.450424  -2.972444
C  4.879379  -1.288192  -4.016444
C  4.355682  -2.196874  -1.751238
C  2.647498  -2.328489  -3.518444
C  4.327227  1.105906  -1.063170
C  3.768446  2.520193  -0.777790
C  5.777225  1.216135  -1.617396
C  4.317009  0.354190  0.254952
H  1.634148  1.327866  -5.652391
H  1.182089  0.082671  -4.515106
H  2.729901  0.005181  -5.426796
H  3.538746  2.758231  -5.297073
H  4.682941  1.521728  -4.764614
H  4.336442  2.958379  -3.759457
H  1.586827  3.189617  -4.147956
H  1.987428  3.065894  -2.451213
H  0.746743  2.045640  -3.100588
H  5.715304  -0.737252  -3.596050
H  4.532383  -0.770562  -4.915612
H  5.339208  -2.232595  -4.321260
H  5.302312  -1.748062  -1.436194
H  4.601661  -3.193841  -2.088398
H  3.625762  -2.302556  -0.937284
H  2.271298  -1.952383  -4.460976
H  1.841552  -2.468083  -2.800115
H  3.030930  -3.360064  -3.732957
H  3.757792  3.098246  -1.696038
H  4.425537  3.010970  -0.033096
H  2.793721  2.431837  -0.335240
H  5.814586  1.774586  -2.572471
H  6.212723  0.208524  -1.745394
H  6.418749  1.760737  -0.921345
H  3.301748  0.210444  0.589373
H  4.827120  0.975458  1.001064
H  4.845640  -0.614810  0.340766
F  -3.588200  0.480485  1.623605
C  -1.552899  -3.372564  -1.179358
C  -2.554210  -3.334058  -0.045961
C  -3.972909  -3.193541  -0.655409
C  -2.560612  -4.653878  0.676595
N  -2.339927  -2.338108  0.970686
N  -1.888003  -1.079648  0.571251
H  -1.668133  -4.331252  -1.701209
H  -0.536462  -3.393539  -0.798236
H  -1.677775  -2.586118  -1.919715
H  -4.173109  -4.031439  -1.321819
H  -4.157231  -2.237178  -1.146800
H  -4.671668  -3.267166  0.196229
H  -2.859284  -5.500766  0.025260
H  -3.246543  -4.628076  1.540850
H  -1.557662  -4.848249  1.064500
H  -1.701436  -2.655400  1.658304
H  -2.667611  -0.600175  0.089831
H  -1.045039  -1.138024  -0.013139
O  -4.216913  -2.329435  6.093511
C  -3.227256  -3.179592  5.801361
C  -3.332324  -4.470891  6.322941
C  -2.365042  -5.393736  6.032909
C  -1.236877  -5.049469  5.300045
C  -1.130931  -3.801671  4.743515
C  -2.101228  -2.833835  4.965994
C  -2.088339  -1.456850  4.346278
O  -2.829455  -0.579177  4.758364
O  -1.259392  -1.226544  3.388878
H  -3.940462  -1.459995  5.628618
H  -4.222053  -4.684971  6.919589
H  -2.423681  -6.404235  6.474930
H  -0.450259  -5.784618  5.161565
H  -0.254863  -3.510475  4.131753

Forces on atoms 1 to 2 (eV/Å):
Ir -1.6 -0.9 -0.5
C 0.3 0.6 -1.1


Entry 4:
Molecular formula: C10H20N3
Method: DFT, ωB97M-V with the def2-TZVPD basis set

Summary:
Total charge: +1
E_tot: -556.74190 Ha
<S²>: 2.0072
2S+1: 3
E_HOMO (alpha / beta): -8.5 / -14.0 eV
Energy relative to the best compared isomer or geometry (same formula, charge and spin): 35.7 kcal per mole
Strongest force on any atom: 6.46 eV/A

CARTESIAN COORDINATES (ANGSTROEM)
C  1.191980  1.089086  -0.247331
C  -2.751887  -1.945628  -0.157157
C  1.228455  -0.838979  -1.832116
C  -1.702708  -0.826136  0.368684
C  -1.760705  -3.083971  -0.546890
C  -0.036273  -1.731325  -1.924641
C  1.226931  1.180617  2.089305
C  -0.219087  2.904786  0.649187
C  2.371332  2.922579  0.633782
C  1.126042  2.071756  0.835051
N  0.964836  0.050414  -0.708693
N  -0.406108  -1.417443  0.442459
N  -0.388173  -2.382568  -0.585321
H  -3.396688  -2.369598  0.532717
H  -3.282718  -1.556046  -0.937345
H  2.201432  -1.223138  -1.467805
H  1.254537  -0.360253  -2.714976
H  -1.962430  0.043851  -0.245358
H  -1.904574  -0.542536  1.533603
H  -1.602015  -3.674746  0.238563
H  -2.079103  -3.515186  -1.424048
H  -0.818821  -1.179202  -2.222848
H  0.197973  -2.317823  -2.803495
H  2.363312  1.123056  2.420415
H  0.467901  1.587187  2.831270
H  0.850299  0.219968  1.846658
H  -0.237720  3.426130  1.619642
H  -1.193293  2.328343  0.371207
H  -0.244376  3.679136  -0.124232
H  2.359889  3.256084  -0.301619
H  3.214118  2.362531  0.767331
H  2.506496  3.730896  1.462514
H  0.461144  -3.011845  -0.398513

Forces on atoms 1 to 2 (eV/Å):
C 2.4 5.9 -0.9
C 4.6 -0.2 1.0


2S+1 of number 4 (C10H20N3)? 3


Which value of 2S+1 does entry 2 give? 1


What did the fourth record say?
Molecular formula: C10H20N3
Method: DFT, ωB97M-V with the def2-TZVPD basis set

Summary:
Total charge: +1
E_tot: -556.74190 Ha
<S²>: 2.0072
2S+1: 3
E_HOMO (alpha / beta): -8.5 / -14.0 eV
Energy relative to the best compared isomer or geometry (same formula, charge and spin): 35.7 kcal per mole
Strongest force on any atom: 6.46 eV/A

CARTESIAN COORDINATES (ANGSTROEM)
C  1.191980  1.089086  -0.247331
C  -2.751887  -1.945628  -0.157157
C  1.228455  -0.838979  -1.832116
C  -1.702708  -0.826136  0.368684
C  -1.760705  -3.083971  -0.546890
C  -0.036273  -1.731325  -1.924641
C  1.226931  1.180617  2.089305
C  -0.219087  2.904786  0.649187
C  2.371332  2.922579  0.633782
C  1.126042  2.071756  0.835051
N  0.964836  0.050414  -0.708693
N  -0.406108  -1.417443  0.442459
N  -0.388173  -2.382568  -0.585321
H  -3.396688  -2.369598  0.532717
H  -3.282718  -1.556046  -0.937345
H  2.201432  -1.223138  -1.467805
H  1.254537  -0.360253  -2.714976
H  -1.962430  0.043851  -0.245358
H  -1.904574  -0.542536  1.533603
H  -1.602015  -3.674746  0.238563
H  -2.079103  -3.515186  -1.424048
H  -0.818821  -1.179202  -2.222848
H  0.197973  -2.317823  -2.803495
H  2.363312  1.123056  2.420415
H  0.467901  1.587187  2.831270
H  0.850299  0.219968  1.846658
H  -0.237720  3.426130  1.619642
H  -1.193293  2.328343  0.371207
H  -0.244376  3.679136  -0.124232
H  2.359889  3.256084  -0.301619
H  3.214118  2.362531  0.767331
H  2.506496  3.730896  1.462514
H  0.461144  -3.011845  -0.398513

Forces on atoms 1 to 2 (eV/Å):
C 2.4 5.9 -0.9
C 4.6 -0.2 1.0


Look up the E_tot of the second one. -4450.71075 Ha